<a>
The molecule C6H6N2. Source: the Open Molecules 2025 dataset; level of theory: the ωB97M-V functional and the def2-TZVPD basis.

CARTESIAN COORDINATES (ANGSTROEM)
C (-1.73644, 1.61686, 0.17912)
C (-0.63450, 0.65470, -0.17093)
C (-0.08330, 0.08677, -1.26716)
C (0.94799, -0.88678, -1.04443)
C (1.08721, -1.21216, 0.26388)
C (1.95330, -2.05846, 0.95195)
N (2.76165, -2.61440, 1.59924)
N (0.07896, -0.26281, 0.87888)
H (-2.25135, 1.93170, -0.73403)
H (-1.49514, 2.56144, 0.60732)
H (-2.34888, 1.17759, 0.87903)
H (0.01667, 0.52433, -2.31922)
H (1.68700, -1.34805, -1.66457)
H (0.01684, -0.17073, 1.84092)

- HOMO (eV) = -8.99
- spin multiplicity = 1
- SMILES = Cc1ccc(C#N)[nH]1
- frontier orbital gap (eV) = 9.55
- LUMO energy (eV) = 0.56

Atom charges from the Mulliken analysis, given in e for atoms 1 to 6: atom 1 (C): -1.200, atom 2 (C): 0.481, atom 3 (C): -0.559, atom 4 (C): -0.202, atom 5 (C): 0.103, atom 6 (C): 0.194



<b>
The molecule C6H6N2. Source: the Open Molecules 2025 dataset; level of theory: the ωB97M-V functional and the def2-TZVPD basis.

CARTESIAN COORDINATES (ANGSTROEM)
C (1.06440, -1.31073, 0.20775)
C (0.54651, -0.02050, -0.12972)
C (0.77514, 1.34987, 0.49803)
C (-0.47234, 1.79305, 0.33166)
C (-0.99572, 0.43129, -0.14947)
C (-2.10293, -0.30924, 0.18640)
N (-3.03985, -0.90200, 0.45986)
N (-0.15436, 0.15496, -1.39770)
H (0.93177, -2.10257, -0.56231)
H (0.95276, -1.73129, 1.14285)
H (2.07689, -1.04669, 0.13005)
H (1.77594, 1.69364, 0.71097)
H (-1.03421, 2.73440, 0.42463)
H (-0.32401, -0.73420, -1.85299)

- HOMO (eV) = -8.61
- spin multiplicity = 1
- SMILES = C[C@]12C=C[C@@]1(C#N)N2
- frontier orbital gap (eV) = 9.27
- LUMO energy (eV) = 0.66

Atom charges from the Mulliken analysis, given in e for atoms 1 to 6: atom 1 (C): -1.277, atom 2 (C): 0.948, atom 3 (C): -0.547, atom 4 (C): -0.603, atom 5 (C): 0.163, atom 6 (C): 0.400



Result of the stability comparison: <a> is the most stable of them.



<a>
A structure of composition C4H4N2O2. Source: the Open Molecules 2025 dataset; level of theory: the ωB97M-V functional and the def2-TZVPD basis.

CARTESIAN COORDINATES (ANGSTROEM)
C (-0.74782, -0.61081, -0.02971)
C (1.86395, 0.11241, 0.21861)
C (1.10001, 1.13166, 0.08562)
C (-0.37077, 1.02452, -0.09313)
H (-2.69409, -0.25604, -0.62975)
H (-2.01434, -2.02098, 0.27577)
H (2.95512, -0.10973, 0.34001)
H (1.50559, 2.29367, 0.31519)
N (-2.08433, -0.97265, 0.36786)
N (0.17424, -1.48239, -0.28216)
O (1.44164, -1.03433, -0.12157)
O (-1.12337, 1.95078, -0.12712)

- HOMO (eV) = -9.35
- spin multiplicity = 1
- frontier orbital gap (eV) = 9.72
- LUMO energy (eV) = 0.37

Atom charges from the Mulliken analysis, given in e for atoms 1 to 6: atom 1 (C): 0.227, atom 2 (C): 0.057, atom 3 (C): -0.518, atom 4 (C): 0.658, atom 5 (H): 0.369, atom 6 (H): 0.335



<b>
The molecule C4H4N2O2. Source: the Open Molecules 2025 dataset; level of theory: the ωB97M-V functional and the def2-TZVPD basis.

CARTESIAN COORDINATES (ANGSTROEM)
C (-3.23814, -0.01921, 0.22809)
C (-2.05886, 0.28792, 0.14969)
C (-0.65895, 0.58309, -0.18237)
O (-0.18419, 1.67875, -0.33255)
N (0.10654, -0.59003, -0.20468)
N (1.45670, -0.59753, -0.44874)
C (2.25932, 0.10857, 0.46999)
O (3.37708, 0.52449, 0.14526)
H (-4.24510, -0.37292, 0.26623)
H (-0.29306, -1.49403, -0.13356)
H (1.70994, -0.30066, -1.41262)
H (1.76873, 0.19156, 1.45526)

- HOMO (eV) = -10.44
- spin multiplicity = 1
- SMILES = C#CC(=O)NNC=O
- frontier orbital gap (eV) = 10.77
- LUMO energy (eV) = 0.34

Atom charges from the Mulliken analysis, given in e for atoms 1 to 6: atom 1 (C): 0.237, atom 2 (C): -0.336, atom 3 (C): 0.237, atom 4 (O): -0.527, atom 5 (N): -0.020, atom 6 (N): -0.433



Result of the stability comparison: <b> is the most stable of them.



<a>
The molecule C4H4N2O2. Source: the Open Molecules 2025 dataset; level of theory: the ωB97M-V functional and the def2-TZVPD basis.

CARTESIAN COORDINATES (ANGSTROEM)
N (-2.67850, 0.12045, 1.33135)
C (-1.61873, 0.26878, 0.93303)
C (-0.47281, 0.54287, 0.22778)
C (0.64889, 0.45062, 0.86262)
N (1.97491, 0.32101, 0.49867)
O (-0.17722, 0.50867, -1.23907)
C (-0.89739, -0.59820, -1.62032)
O (-1.35703, -1.44786, -0.90364)
H (0.71532, 0.78905, 1.89747)
H (2.00189, 0.19547, -0.49438)
H (2.48485, -0.46028, 1.32930)
H (-0.62419, -0.69057, -2.82282)

- HOMO (eV) = -9.34
- spin multiplicity = 1
- SMILES = N#C/C(=C/N)OC=O
- frontier orbital gap (eV) = 9.52
- LUMO energy (eV) = 0.18

Atom charges from the Mulliken analysis, given in e for atoms 1 to 6: atom 1 (N): -0.443, atom 2 (C): 0.317, atom 3 (C): 0.261, atom 4 (C): -0.299, atom 5 (N): -0.529, atom 6 (O): -0.354



<b>
The molecule C4H4N2O2. Source: the Open Molecules 2025 dataset; level of theory: the ωB97M-V functional and the def2-TZVPD basis.

CARTESIAN COORDINATES (ANGSTROEM)
C (0.38545, 1.99167, 0.03080)
C (-0.26987, 0.82138, -0.01113)
O (-1.64186, 0.69339, -0.04122)
C (-1.89699, -0.65757, -0.00080)
N (-0.85800, -1.41115, 0.02148)
N (0.20368, -0.51427, -0.00019)
C (1.51158, -0.93697, 0.01800)
O (2.42597, -0.15777, -0.03894)
H (-0.17519, 2.89175, 0.03081)
H (1.47192, 2.00313, 0.12646)
H (-2.93982, -0.98719, 0.06146)
H (1.56938, -2.02582, 0.05225)

- HOMO (eV) = -8.52
- spin multiplicity = 1
- SMILES = C=C1OC=NN1C=O
- frontier orbital gap (eV) = 9.37
- LUMO energy (eV) = 0.86

Atom charges from the Mulliken analysis, given in e for atoms 1 to 6: atom 1 (C): -0.992, atom 2 (C): 0.618, atom 3 (O): -0.359, atom 4 (C): 0.020, atom 5 (N): -0.913, atom 6 (N): 0.582



Result of the stability comparison: <b> is the most stable of them.



<a>
A cluster of 2 separate species, C4H4N2O2 in total. Source: the Open Molecules 2025 dataset; level of theory: the ωB97M-V functional and the def2-TZVPD basis.

CARTESIAN COORDINATES (ANGSTROEM)
C (0.10883, -1.18608, -0.46018)
N (-0.93388, -0.61570, 0.00240)
O (-1.64415, 0.31408, -0.44075)
O (-1.38140, -1.15273, 1.20967)
H (0.51189, -0.56136, -1.21413)
H (0.43986, -2.15948, -0.16572)
H (-2.33678, -0.91624, 1.16500)
C (0.24598, 2.03589, -0.75121)
C (1.05912, 1.37557, -0.12494)
C (1.91497, 0.61224, 0.70835)
N (2.57970, 0.07852, 1.45227)
H (-0.56414, 2.17529, -1.38074)

- HOMO (eV) = -9.73
- spin multiplicity = 1
- SMILES = C=[N+]([O-])O.C#CC#N
- frontier orbital gap (eV) = 9.99
- LUMO energy (eV) = 0.27

Atom charges from the Mulliken analysis, given in e for atoms 1 to 6: atom 1 (C): -0.802, atom 2 (N): 0.742, atom 3 (O): -0.697, atom 4 (O): -0.447, atom 5 (H): 0.524, atom 6 (H): 0.298



<b>
A structure of composition C4H4N2O2. Source: the Open Molecules 2025 dataset; level of theory: the ωB97M-V functional and the def2-TZVPD basis.

CARTESIAN COORDINATES (ANGSTROEM)
C (-0.62569, -0.24943, 0.18454)
C (-1.33155, 1.01622, -0.24756)
C (0.80485, 0.15704, -0.13736)
C (1.99469, -0.68395, -0.05027)
H (-1.75000, -1.66937, -0.81732)
H (-0.60311, 0.23610, 1.48076)
H (-2.51884, 1.00097, -0.44574)
H (1.79177, -1.81995, -0.45059)
N (-0.42356, 2.08763, 0.06600)
N (0.96110, 1.65015, 0.16098)
O (-1.34468, -1.66819, 0.21000)
O (3.04503, -0.05723, 0.04656)

- HOMO (eV) = -9.59
- spin multiplicity = 1
- frontier orbital gap (eV) = 7.56
- LUMO energy (eV) = -2.03

Atom charges from the Mulliken analysis, given in e for atoms 1 to 6: atom 1 (C): 0.279, atom 2 (C): -0.187, atom 3 (C): 0.177, atom 4 (C): -0.054, atom 5 (H): 0.389, atom 6 (H): 0.341



Result of the stability comparison: <a> is the most stable of them.



<a>
A cluster of 2 separate species, H5NO2P2 in total. Source: the Open Molecules 2025 dataset; level of theory: the ωB97M-V functional and the def2-TZVPD basis.

CARTESIAN COORDINATES (ANGSTROEM)
N (-1.68007, 0.50628, 0.86712)
O (1.42564, 1.79450, -0.73950)
O (1.23986, -0.62404, -0.45277)
P (0.64796, -2.08541, 0.22032)
P (1.31531, 0.72140, 0.42903)
H (-1.79471, 1.07680, 1.69967)
H (-1.91263, 1.09720, 0.06826)
H (1.11135, 1.51351, -1.60485)
H (0.22581, -2.50244, -1.04659)
H (-0.57852, -1.49781, 0.55930)

- HOMO (alpha / beta) (eV) = -7.55 / -7.54
- spin multiplicity = 1
- frontier orbital gap (alpha / beta) (eV) = 6.77 / 6.76
- LUMO energy (alpha / beta) (eV) = -0.78 / -0.79

Atom charges from the Mulliken analysis, given in e for atoms 1 to 6: atom 1 (N): -0.657, atom 2 (O): -0.394, atom 3 (O): -0.244, atom 4 (P): -0.013, atom 5 (P): 0.505, atom 6 (H): 0.131



<b>
A cluster of 2 separate species, H5NO2P2 in total. Source: the Open Molecules 2025 dataset; level of theory: the ωB97M-V functional and the def2-TZVPD basis.

CARTESIAN COORDINATES (ANGSTROEM)
N (-0.94012, 0.93375, -0.36418)
O (-1.99293, -1.15277, 0.83769)
O (0.89108, -1.29302, 0.19566)
P (2.18104, -0.40577, 0.12059)
P (-1.66626, -0.56392, -0.51862)
H (-1.00270, 1.37311, -1.35620)
H (-0.02196, 1.02619, 0.19864)
H (-1.41161, -1.05388, 1.57513)
H (1.86318, 1.09813, 0.53543)
H (2.10029, 0.03819, -1.22413)

- HOMO (alpha / beta) (eV) = -7.59 / -7.59
- spin multiplicity = 1
- frontier orbital gap (alpha / beta) (eV) = 6.36 / 6.36
- LUMO energy (alpha / beta) (eV) = -1.23 / -1.23

Atom charges from the Mulliken analysis, given in e for atoms 1 to 6: atom 1 (N): -0.424, atom 2 (O): -0.319, atom 3 (O): -0.637, atom 4 (P): 0.005, atom 5 (P): 0.514, atom 6 (H): 0.311



Result of the stability comparison: <b> is the most stable of them.



<a>
A structure of composition C2H2BrClO. Source: the Open Molecules 2025 dataset; level of theory: the ωB97M-V functional and the def2-TZVPD basis.

CARTESIAN COORDINATES (ANGSTROEM)
C (-3.58539, 0.52472, -0.61517)
C (-1.04842, -1.13103, 1.77143)
O (-3.69582, 1.36130, -1.43136)
Cl (-4.66336, -0.18758, 0.60961)
Br (-1.51308, -0.72240, 0.03767)
H (-0.36659, -0.54952, 2.47155)
H (-1.83767, -1.65698, 2.32158)

- HOMO (alpha / beta) (eV) = -8.39 / -8.72
- spin multiplicity = 1
- frontier orbital gap (alpha / beta) (eV) = 7.85 / 7.85
- LUMO energy (alpha / beta) (eV) = -0.54 / -0.87

Atom charges from the Mulliken analysis, given in e for atoms 1 to 6: atom 1 (C): 0.353, atom 2 (C): -0.560, atom 3 (O): -0.326, atom 4 (Cl): -0.134, atom 5 (Br): 0.082, atom 6 (H): 0.302



<b>
A cluster of 2 separate species, C2H2BrClO in total. Source: the Open Molecules 2025 dataset; level of theory: the ωB97M-V functional and the def2-TZVPD basis.

CARTESIAN COORDINATES (ANGSTROEM)
C (0.68483, -0.47165, 2.07657)
C (-0.35375, -0.17688, 0.08923)
O (1.71550, -0.02532, 2.33221)
Cl (-0.36674, -1.38093, 3.03682)
Br (-2.10217, -0.43326, 0.68249)
H (0.00384, 0.80764, -0.16209)
H (-0.16107, -0.98088, -0.61972)

- HOMO (eV) = -9.02
- spin multiplicity = 1
- frontier orbital gap (eV) = 9.05
- LUMO energy (eV) = 0.03

Atom charges from the Mulliken analysis, given in e for atoms 1 to 6: atom 1 (C): 0.394, atom 2 (C): -0.564, atom 3 (O): -0.312, atom 4 (Cl): -0.095, atom 5 (Br): -0.064, atom 6 (H): 0.334



Result of the stability comparison: <b> is the most stable of them.